Entry 1:
14
Properties=species:S:1:pos:R:3:forces:R:3 method="wB97M-V/def2-TZVPD" homo_lumo_gap_ev=7.08 homo_energy_ev=-7.36 total_charge=0 fmax_ev_per_a=2.80 multiplicity=1 de_lowest_kcal_mol=81.5 energy_ev=-10306.071
C -0.152789 0.643942 1.943558 -0.125 -0.869 -0.223
C 0.139271 -0.724686 -0.964788 0.049 -0.573 -1.417
C 0.023858 0.805299 0.477673 0.137 2.786 -0.199
C 1.382368 0.005744 -0.835327 -1.286 -1.257 0.594
C -1.045107 0.084735 -1.125656 1.032 -1.217 0.833
O 0.222119 -2.011521 -1.453744 -0.018 -0.556 -0.511
N 1.292129 1.042184 -0.049243 -0.928 0.684 0.706
N -1.066356 1.118282 -0.326972 0.750 0.692 0.852
H -0.662111 -2.367689 -1.596818 0.157 0.074 0.050
H 2.327447 -0.326695 -1.250858 -0.076 0.092 -0.198
H -1.890249 -0.164210 -1.764243 0.155 0.090 -0.116
H -1.169008 0.335354 2.179653 0.013 -0.041 -0.043
H 0.578336 -0.054660 2.345729 0.061 0.035 0.017
H 0.020092 1.613920 2.421036 0.080 0.060 -0.345

=====

Entry 2:
14
Properties=species:S:1:pos:R:3:forces:R:3 method="wB97M-V/def2-TZVPD" homo_lumo_gap_ev=9.63 homo_energy_ev=-8.90 total_charge=0 fmax_ev_per_a=1.48 multiplicity=1 de_lowest_kcal_mol=69.3 energy_ev=-9844.273
O -0.528608 2.092630 -0.584483 0.107 0.069 -0.046
C -0.717794 1.401343 0.576536 -0.304 -0.224 0.280
C -1.826530 0.708494 0.803599 0.093 0.165 -0.042
N 0.010189 -1.773027 0.502166 0.176 -0.228 -0.380
C 0.811794 -2.153974 -0.401015 -0.039 0.000 0.201
C 2.064417 0.711631 -0.503844 1.105 0.095 -0.974
O 2.775567 0.705591 -1.387813 -0.760 -0.106 0.904
H 0.396718 2.354655 -0.640205 -0.195 0.087 0.026
H 0.094386 1.445757 1.300087 -0.165 0.000 -0.134
H -1.944081 0.173656 1.738487 0.015 0.110 -0.139
H -2.605190 0.648645 0.050293 0.016 0.051 0.112
H -0.936252 -1.669229 0.129068 0.089 -0.034 0.099
H 0.537275 -2.377348 -1.439179 -0.031 0.080 0.129
H 1.868110 -2.268822 -0.143697 -0.107 -0.064 -0.036

=====

Entry 3:
15
Properties=species:S:1:pos:R:3:forces:R:3 method="wB97M-V/def2-TZVPD" homo_lumo_gap_ev=6.31 homo_energy_ev=-2.12 total_charge=-1 fmax_ev_per_a=3.24 multiplicity=1 de_lowest_kcal_mol=124.6 energy_ev=-9859.382
C -1.343160 0.564313 0.172783 -0.101 2.135 2.435
C -0.934479 -0.246945 -0.981552 1.204 -1.143 -1.715
C -0.470296 -0.352808 1.114213 -1.435 0.141 0.820
C 0.219067 -0.901410 -0.113595 1.311 1.880 0.952
N 1.400592 1.109811 -0.072455 0.048 -1.516 -1.635
O 2.686710 0.479217 0.331643 -0.481 1.635 -0.108
O 1.160929 -1.699731 -0.177074 -1.168 -0.038 -0.907
H -0.867379 1.572029 0.061853 -0.526 -0.794 0.418
H -2.431759 0.690458 0.498023 1.268 -0.395 -0.737
H -1.624875 -1.025508 -1.225940 -0.726 -0.697 -0.347
H -0.697814 0.321717 -1.889516 0.162 -0.325 0.012
H 0.101307 0.031186 1.976794 -0.081 -0.005 -0.646
H -1.207663 -1.082781 1.500281 0.252 -0.322 0.104
H 1.367826 0.925104 -1.135430 0.484 0.642 1.517
H 2.640997 -0.384649 -0.060029 -0.210 -1.199 -0.164

=====

Entry 4:
9
Properties=species:S:1:pos:R:3:forces:R:3 method="wB97M-V/def2-TZVPD" homo_lumo_gap_ev=11.80 homo_energy_ev=-11.26 total_charge=0 fmax_ev_per_a=0.39 multiplicity=1 de_lowest_kcal_mol=12.5 energy_ev=-6239.711
O -2.303269 2.067611 2.545752 -0.089 0.226 -0.013
H -2.371419 1.753711 3.447442 -0.028 -0.033 0.226
H -1.957779 1.320601 2.057042 0.162 -0.227 -0.278
O -0.673749 -0.551899 0.166952 -0.086 0.170 0.249
H -0.016769 -0.531949 -0.528898 0.165 0.090 -0.246
H -0.976119 -1.459899 0.185572 -0.116 -0.224 0.012
O 2.478321 -1.036689 -2.825798 -0.250 -0.101 -0.045
H 2.770801 -1.237489 -1.936778 0.116 -0.100 0.219
H 3.049981 -0.323999 -3.111288 0.126 0.198 -0.125

=====

Entry 5:
11
Properties=species:S:1:pos:R:3:forces:R:3 method="wB97M-V/def2-TZVPD" homo_lumo_gap_ev=9.40 homo_energy_ev=-8.39 total_charge=0 fmax_ev_per_a=1.41 multiplicity=1 de_lowest_kcal_mol=82.8 energy_ev=-7300.089
O 1.497726 -0.783871 -0.280706 0.297 0.004 -0.114
C 0.915533 0.499214 -0.434887 -0.107 0.456 -0.223
C -0.588297 0.294309 -0.392627 0.121 -0.039 0.060
C -0.864043 -0.178811 0.990907 0.048 0.328 -0.203
O -2.019289 -0.811136 1.079042 1.002 -0.336 0.024
H 2.448197 -0.671173 -0.161660 -0.170 -0.096 0.000
H 1.222598 0.963874 -1.379283 0.050 -0.034 0.042
H 1.191685 1.159626 0.401252 0.001 -0.118 -0.203
H -0.904660 -0.451741 -1.133990 -0.017 0.109 0.030
H -1.132421 1.229007 -0.586536 0.071 -0.048 0.075
H -1.796905 -1.233413 1.916444 -1.297 -0.225 0.512

=====

Entry 6:
9
Properties=species:S:1:pos:R:3:forces:R:3 method="wB97M-V/def2-TZVPD" homo_lumo_gap_ev="7.25 / 7.88" homo_energy_ev="-15.81 / -15.43" total_charge=+1 fmax_ev_per_a=2.40 multiplicity=1 de_lowest_kcal_mol=128.9 energy_ev=-5686.068
C 2.691574 0.555105 -0.065918 0.864 1.744 0.859
C -2.312075 0.911891 0.016997 1.104 0.061 0.069
C 1.597346 0.052683 0.042387 -2.007 -1.289 -0.290
C -1.395837 0.126307 -0.055249 0.798 -2.035 0.333
N -0.491828 -0.875428 -0.008686 0.158 2.122 0.440
H 3.305579 1.378149 0.327014 0.124 -0.875 -0.682
H -2.887606 1.778021 0.178867 -0.807 0.403 -0.102
H -0.166550 -1.282059 0.849367 -0.160 0.387 1.122
H -0.447567 -1.588187 -0.691854 -0.073 -0.517 -1.748

=====

Entry 7:
71
Properties=species:S:1:pos:R:3:forces:R:3 method="wB97M-V/def2-TZVPD" homo_lumo_gap_ev=7.28 homo_energy_ev=-11.35 total_charge=+1 fmax_ev_per_a=1.45 multiplicity=1 de_lowest_kcal_mol=0.0 energy_ev=-89226.594
C 1.299359 -4.856129 0.580913 0.236 0.008 -0.198
N 2.130466 -3.634841 0.606436 -0.083 -0.150 0.685
C 1.515052 -2.534679 1.313625 -0.606 -0.090 0.029
N 1.705984 -1.209540 0.675937 0.749 -0.256 -1.210
C 1.268722 -1.017033 -0.584777 0.199 -0.195 0.243
N 0.504858 -1.901774 -1.204116 -0.064 0.390 0.220
I -0.130254 -1.748167 -3.123575 0.092 -0.018 0.080
N 1.529324 0.189991 -1.234558 -0.265 -0.148 0.471
C 0.386825 1.138080 -1.079839 -0.457 0.012 -0.210
C 0.173481 1.779945 0.285934 -0.172 -0.275 0.243
C -1.118791 2.621875 0.243222 0.285 -0.103 0.029
C -2.371263 1.812634 0.622123 -0.233 0.072 -0.307
C -3.589118 1.999539 -0.315865 -0.040 -0.117 0.315
C -4.289835 0.680595 -0.681827 -0.227 0.152 -0.102
C -5.801943 0.830059 -0.865373 0.108 -0.322 -0.088
C -6.437611 -0.482890 -1.309561 0.140 -0.108 0.104
O -7.839506 -0.364182 -1.422382 0.016 0.112 -0.091
C -8.579248 -1.063439 -0.446101 -0.050 -0.014 0.159
C 2.862502 0.670606 -0.992828 0.414 0.149 -0.228
C 3.083325 2.115659 -1.430471 0.087 0.219 0.342
O 2.687318 2.264666 -2.787096 0.091 -0.058 -0.133
C 3.528412 2.989672 -3.571468 0.274 0.052 0.410
F 3.058214 2.967253 -4.792694 -0.082 0.034 -0.273
F 3.643240 4.252636 -3.148001 -0.088 -0.109 -0.040
F 4.775462 2.468569 -3.565140 -0.187 -0.018 -0.051
P 3.994815 -0.449581 -1.954955 -0.196 -0.422 -0.073
O 3.669904 -1.871754 -1.672808 -0.006 0.092 0.054
O 3.208656 0.684293 0.387474 -0.539 -0.003 0.025
C 2.832593 -0.392309 1.211713 -0.062 -0.171 0.537
C 2.367302 0.229220 2.553699 -0.173 0.416 -0.175
O 3.119261 -0.320655 3.623453 -0.140 -0.197 0.149
C 2.983222 0.306438 4.823983 0.036 0.235 -0.142
F 3.588356 1.496991 4.829495 -0.093 -0.074 -0.059
F 3.522396 -0.457000 5.746860 0.062 -0.115 0.086
F 1.688847 0.514425 5.118871 0.043 -0.038 0.000
P 4.454935 -1.396114 1.519558 0.798 0.483 -0.154
S 5.986851 -0.246700 1.778190 -0.271 -0.089 0.006
H 0.732823 -4.907545 -0.352799 -0.148 0.012 0.100
H 1.955632 -5.726989 0.585058 -0.055 0.086 -0.040
H 0.631085 -4.945806 1.441669 -0.040 0.012 -0.052
H 2.993904 -3.877770 1.075586 0.125 0.108 -0.256
H 0.432486 -2.700727 1.355971 0.058 0.068 0.003
H 1.828749 -2.438512 2.358068 0.086 0.143 -0.100
H 0.273955 -2.771160 -0.751910 0.119 -0.074 0.033
H -0.517537 0.555465 -1.290860 0.103 0.052 -0.093
H 0.439206 1.876302 -1.883377 0.230 -0.046 0.130
H 0.019172 0.976361 1.018167 0.104 0.112 0.020
H 1.031806 2.352025 0.641893 -0.012 0.085 -0.215
H -1.236684 3.013089 -0.772796 0.020 0.137 0.103
H -0.984941 3.476202 0.907271 -0.145 0.040 -0.091
H -2.680472 2.082581 1.633782 0.117 -0.183 0.043
H -2.124016 0.744849 0.642485 0.076 0.020 0.007
H -4.325398 2.631483 0.189726 0.114 0.117 -0.158
H -3.276169 2.517693 -1.227108 -0.134 0.016 0.060
H -4.117533 -0.063743 0.105343 0.072 0.021 -0.099
H -3.873173 0.294397 -1.620722 0.123 -0.142 0.172
H -6.257731 1.117837 0.086888 -0.012 0.186 -0.103
H -6.020861 1.589941 -1.620173 -0.060 0.082 0.156
H -6.174666 -1.271946 -0.590386 -0.040 0.008 -0.054
H -6.028411 -0.790415 -2.280829 -0.092 0.053 0.039
H -9.579506 -0.630447 -0.409142 0.075 -0.040 -0.078
H -8.131821 -0.966130 0.551443 -0.007 0.020 -0.065
H -8.663698 -2.128878 -0.689588 0.041 0.033 0.003
H 4.141948 2.348473 -1.280551 -0.073 -0.032 -0.069
H 2.513487 2.794784 -0.795366 -0.040 -0.042 -0.070
H 3.799249 -0.063736 -3.284997 0.084 0.153 -0.037
H 5.275948 -0.002482 -1.596587 0.032 0.073 -0.005
H 1.303419 0.028777 2.702863 0.098 -0.039 0.022
H 2.504446 1.312088 2.488388 0.134 -0.119 0.050
H 4.566034 -2.196277 0.380951 -0.365 -0.178 -0.016
H 4.137150 -2.296158 2.543592 -0.183 -0.075 0.000

=====

Entry 8:
20
Properties=species:S:1:pos:R:3:forces:R:3 method="wB97M-V/def2-TZVPD" homo_lumo_gap_ev=9.73 homo_energy_ev=-9.15 total_charge=0 fmax_ev_per_a=4.62 multiplicity=1 de_lowest_kcal_mol=61.7 energy_ev=-8931.335
C -0.316021 0.721644 2.072763 0.132 -0.315 0.678
C -0.892574 -0.505852 1.316806 -0.576 1.150 0.749
C 0.098142 -1.345059 0.560586 0.088 0.060 -2.274
C 0.664972 -0.622434 -0.690072 0.568 3.859 2.474
C -1.400893 -0.301665 -1.832477 -0.640 -0.345 -0.139
N -0.205832 0.099744 -1.675360 0.176 -2.744 -0.606
H -1.060227 1.055041 2.799887 0.004 -0.123 0.091
H -0.152149 1.615088 1.469341 0.218 -0.286 -0.391
H 0.606090 0.512137 2.650697 -0.370 -0.021 -0.385
H -1.677917 -0.040978 0.708512 0.203 -0.544 -0.172
H -1.429658 -1.146610 2.022786 0.153 0.082 0.105
H -0.331397 -2.244150 0.114067 -0.324 -0.387 0.796
H 0.940313 -1.584883 1.215975 -0.079 -0.250 -0.197
H 1.264160 0.203302 -0.228984 -0.106 -0.394 -0.358
H 1.436052 -1.117959 -1.265197 -0.345 -0.620 -0.291
H -1.833379 -0.511948 -2.826528 0.073 1.551 -0.057
H -2.137074 -0.592639 -1.057555 0.870 -0.639 0.098
H 1.487804 1.573224 -2.004116 0.176 -0.188 -0.398
H 2.522749 2.381841 -1.272624 0.219 -0.118 -0.367
O 2.416838 1.852156 -2.078507 -0.440 0.271 0.645

=====

Copy entry 3 word for word.
15
Properties=species:S:1:pos:R:3:forces:R:3 method="wB97M-V/def2-TZVPD" homo_lumo_gap_ev=6.31 homo_energy_ev=-2.12 total_charge=-1 fmax_ev_per_a=3.24 multiplicity=1 de_lowest_kcal_mol=124.6 energy_ev=-9859.382
C -1.343160 0.564313 0.172783 -0.101 2.135 2.435
C -0.934479 -0.246945 -0.981552 1.204 -1.143 -1.715
C -0.470296 -0.352808 1.114213 -1.435 0.141 0.820
C 0.219067 -0.901410 -0.113595 1.311 1.880 0.952
N 1.400592 1.109811 -0.072455 0.048 -1.516 -1.635
O 2.686710 0.479217 0.331643 -0.481 1.635 -0.108
O 1.160929 -1.699731 -0.177074 -1.168 -0.038 -0.907
H -0.867379 1.572029 0.061853 -0.526 -0.794 0.418
H -2.431759 0.690458 0.498023 1.268 -0.395 -0.737
H -1.624875 -1.025508 -1.225940 -0.726 -0.697 -0.347
H -0.697814 0.321717 -1.889516 0.162 -0.325 0.012
H 0.101307 0.031186 1.976794 -0.081 -0.005 -0.646
H -1.207663 -1.082781 1.500281 0.252 -0.322 0.104
H 1.367826 0.925104 -1.135430 0.484 0.642 1.517
H 2.640997 -0.384649 -0.060029 -0.210 -1.199 -0.164